A molecular structure, C14H26NPSn at a distorted geometry. Source: OMol25; level of theory: the ωB97M-V functional and the def2-TZVPD basis.

The geometry in XYZ format:
```
43
Properties=species:S:1:pos:R:3:lowdin_charge:R:1
C 2.7199 2.6697 0.2953 -0.09
C 1.8869 2.6460 -0.8190 -0.05
C 0.6659 1.9306 -0.7894 -0.26
C 0.3011 1.2577 0.3651 -0.24
C 1.1430 1.2543 1.4742 -0.31
C 2.3555 1.9699 1.4464 -0.05
C -0.2233 1.9064 -2.0155 -0.14
C -0.4918 0.5319 -2.6689 -0.16
N -0.5659 -0.6683 -1.7467 -0.39
Sn -1.3435 -0.1168 0.2502 0.71
C 0.7747 0.3786 2.6657 -0.29
P 0.1561 -1.2305 1.9739 0.73
H 2.1770 3.1758 -1.7362 0.11
H 3.0203 1.9577 2.3208 0.11
H 3.6641 3.2291 0.2682 0.10
H -0.0478 0.8156 3.2524 0.09
H 1.6214 0.1792 3.3463 0.09
H -1.2051 2.3279 -1.7299 0.10
H 0.1808 2.5438 -2.8046 0.11
H -1.4448 0.5736 -3.2017 0.11
C -0.6979 -2.1077 3.2722 -0.27
C 1.6355 -2.1503 1.5959 -0.28
H 0.2921 0.2943 -3.4022 0.12
C 0.7909 -1.2664 -1.6072 -0.08
C -1.4819 -1.6895 -2.3436 -0.10
H -2.0488 0.3747 1.7941 -0.06
H 1.1398 -1.6122 -2.5903 0.10
H 1.4717 -0.5045 -1.2149 0.09
H 0.7350 -2.1128 -0.9157 0.07
H -0.9975 -2.0916 -3.2535 0.10
H -1.6824 -2.4919 -1.6377 0.07
H -2.4145 -1.1932 -2.6359 0.09
H 2.1884 -2.3176 2.5404 0.05
H 1.3982 -3.1338 1.1531 0.05
H 2.2864 -1.5988 0.9038 0.05
H 0.0286 -2.3878 4.0605 0.05
H -1.4917 -1.4907 3.7117 0.05
H -1.1598 -3.0286 2.8745 0.06
H -2.5586 -1.3644 0.3463 -0.06
C -2.9844 1.0053 -0.6088 -0.32
H -2.8744 2.0439 -0.3144 -0.01
H -3.9064 0.6156 -0.1875 -0.01
H -3.0127 0.8759 -1.6874 -0.03
```

## Properties
Electronic energy, a.u.: -1159.3038
Highest occupied orbital energy, eV: -6.80
Gap between HOMO and LUMO, eV: 7.32

=====

2 unconnected molecules or ions with the total composition C14H27BBrFNO5P at a distorted geometry. Source: OMol25; level of theory: the ωB97M-V functional and the def2-TZVPD basis.

The geometry in XYZ format:
```
51
Properties=species:S:1:pos:R:3:lowdin_charge:R:1
C -1.2936 3.7495 0.4047 -0.16
C -1.7116 4.0133 -1.0472 -0.41
P -0.8433 2.9672 -2.3123 0.99
C 0.8734 3.6413 -2.3111 -0.33
C -0.9378 1.2237 -1.6035 -0.34
C -1.8696 0.4672 -2.6102 -0.29
C -3.3254 0.0985 -2.2796 -0.06
C -3.7521 -0.0460 -0.8359 -0.39
C -3.1107 -1.1682 -0.0358 -0.02
F -3.6882 1.1564 -0.1660 -0.01
O -1.0722 -0.5116 -3.3388 0.05
C 0.2248 -0.1089 -3.1735 -0.54
O 1.0511 -0.0958 -3.9644 0.21
C 0.2723 0.2679 -1.6936 -0.64
Br 1.9893 0.9201 -0.9748 0.92
C 0.1067 -1.0501 -0.9208 -0.12
B 1.3872 -2.0064 -1.0362 -0.74
O 1.9694 -2.3447 -2.2405 0.15
O 1.8809 -2.5700 0.1071 0.12
H -1.8671 2.9358 0.8354 0.05
H -1.5431 4.6332 0.9891 0.07
H -0.2224 3.6147 0.5068 0.06
H -2.7828 3.9976 -1.1970 0.06
H -1.3935 5.0245 -1.2955 0.06
H 1.2604 3.8078 -1.3120 0.01
H 0.8993 4.5592 -2.8851 0.03
H 1.5077 2.9216 -2.8115 -0.01
H -1.1883 1.2241 -0.5477 0.10
H -2.0150 1.2053 -3.3905 0.08
H -3.9333 0.8983 -2.6903 0.12
H -3.6044 -0.7835 -2.8439 0.13
H -4.8117 -0.2888 -0.8625 0.13
H -3.8773 -1.6018 0.5934 0.08
H -2.2825 -0.8391 0.5732 0.07
H -2.8179 -1.9493 -0.7277 0.08
H -0.0319 -0.8620 0.1382 0.11
H -0.7460 -1.6274 -1.2732 0.11
H 2.6252 -1.6888 -2.5153 0.10
H 2.2409 -1.8650 0.6976 0.05
C 3.0210 -1.3698 3.4239 -0.31
O 2.8932 -1.2942 2.2121 0.00
N 3.0368 -2.5168 4.1103 -0.19
C 3.1916 -2.5542 5.5519 -0.05
C 2.8928 -3.7677 3.3766 -0.02
H 3.1358 -0.4753 4.0578 0.14
H 4.0862 -3.1232 5.8115 0.09
H 2.3206 -3.0325 6.0033 0.09
H 3.2866 -1.5458 5.9490 0.08
H 3.6985 -3.8618 2.6486 0.10
H 1.9453 -3.7723 2.8378 0.09
H 2.9251 -4.6061 4.0678 0.09
```

## Properties
Electronic energy, a.u.: -4020.7532
Structure (SMILES): CCP(C)[C@H]1[C@H](C[C@@H](C)F)OC(=O)[C@]1(Br)CB(O)O.CN(C)C=O
Highest occupied orbital energy, eV: -8.10
Gap between HOMO and LUMO, eV: 8.63

=====

A molecular structure, C14H27BF4O7P2PtSb2. Source: OMol25; level of theory: the ωB97M-V functional and the def2-TZVPD basis.

The geometry in XYZ format:
```
58
Properties=species:S:1:pos:R:3:lowdin_charge:R:1
Pt 1.3102 -0.8566 -0.4704 0.56
C 0.7002 -4.5279 1.2888 -0.06
C -0.1768 -3.3344 1.6823 -0.61
O -1.1058 -3.6894 2.7035 -0.05
P 0.8784 -2.0400 2.3811 0.47
O 1.5432 -2.6294 3.6857 -0.06
O 0.0234 -0.8428 2.9212 -0.08
O 1.9630 -1.6713 1.4134 -0.42
P -1.1002 -2.7570 0.1991 0.31
O -1.6781 -1.3075 0.6552 -0.16
O -2.2060 -3.7085 -0.0175 -0.27
O -0.0451 -2.4783 -0.8650 -0.47
H 1.1767 -4.9434 2.1766 0.09
H 1.4630 -4.2339 0.5695 0.08
H 0.0701 -5.2950 0.8377 0.09
H -1.9018 -4.0150 2.2557 0.09
H 0.9059 -2.8002 4.3927 0.11
H -0.4903 -0.3767 2.2279 0.06
H -2.6324 -1.3662 0.7895 0.10
C 0.6759 -1.3471 -4.1261 -0.27
Sb 0.3892 0.0871 -2.5916 1.38
C -1.7120 0.2106 -2.4989 -0.24
C 1.1561 1.8436 -3.5325 -0.27
C 2.5927 1.6938 -3.9326 -0.28
C 2.9016 1.2723 -5.2256 -0.06
C 4.2118 1.1308 -5.6505 -0.08
C 5.2469 1.4280 -4.7774 -0.08
C 4.9540 1.8526 -3.4924 -0.06
C 3.6402 1.9831 -3.0440 -0.29
C 3.3958 2.4053 -1.6234 -0.26
Sb 3.2440 0.6946 -0.3514 1.36
C 4.8750 -0.4782 -1.0481 -0.28
C 3.9360 1.2036 1.5739 -0.25
H 0.0678 -1.0971 -4.9953 0.02
H 0.3774 -2.3150 -3.7269 0.01
H 1.7260 -1.3785 -4.4116 0.01
H -2.1097 0.4842 -3.4751 0.02
H -1.9820 0.9452 -1.7474 0.02
H -2.0720 -0.7757 -2.2142 0.01
H 0.9806 2.6657 -2.8461 0.05
H 0.5269 1.9879 -4.4121 0.08
H 2.0904 1.0626 -5.9140 0.11
H 4.4219 0.8042 -6.6604 0.10
H 6.2768 1.3376 -5.0966 0.10
H 5.7631 2.0964 -2.8130 0.11
H 2.4876 2.9816 -1.4693 0.06
H 4.2376 2.9828 -1.2404 0.08
H 5.8031 0.0919 -1.0294 0.01
H 4.6780 -0.8205 -2.0622 0.01
H 4.9632 -1.3414 -0.3891 0.01
H 4.9268 1.6497 1.5037 0.02
H 3.9830 0.2796 2.1481 0.01
H 3.2306 1.8906 2.0295 0.01
F -0.4613 1.1333 1.0510 0.08
B -0.0174 2.3538 0.5102 -1.26
F 1.3847 2.4883 0.7179 0.03
F -0.6897 3.4203 1.0500 0.16
F -0.2011 2.3175 -0.9107 0.02
```

## Properties
Electronic energy, a.u.: -2783.6760
Highest occupied orbital energy, eV: -9.07
Gap between HOMO and LUMO, eV: 8.86

=====

A molecular structure, C14H27BrNO4 at a distorted geometry. Source: OMol25; level of theory: the ωB97M-V functional and the def2-TZVPD basis.

The geometry in XYZ format:
```
47
Properties=species:S:1:pos:R:3:lowdin_charge:R:1
C -5.3492 2.1735 1.9089 -0.14
O -5.0525 1.3698 0.7343 -0.25
C -4.4080 2.1904 -0.3006 -0.23
C -3.5947 1.2210 -1.3139 -0.18
C -2.7249 0.0911 -0.5144 -0.20
C -1.7044 -0.5332 -1.6483 -0.31
C -0.2531 0.0623 -1.3042 -0.19
C 0.9147 -0.0437 -2.4912 -0.27
C 2.3608 -0.4423 -1.8450 -0.14
C 2.9155 0.6337 -0.7833 -0.23
O 2.1921 1.8797 -0.5822 0.02
C 1.7652 1.8415 0.8056 -0.36
O 1.1383 2.7273 1.4480 0.08
O 2.1697 0.6386 1.5068 -0.01
C 3.2953 0.1718 0.7107 -0.24
C 3.8949 -1.2996 0.9326 -0.14
C 3.5846 -1.9523 2.3691 -0.19
C 2.1300 -2.6435 2.5153 -0.27
N 1.2137 -2.4670 1.3542 -0.02
H -5.5931 3.2611 1.6305 0.09
H -4.4585 2.1054 2.6405 0.10
H -6.2750 1.7357 2.4207 0.09
H -5.2279 2.7233 -0.9334 0.12
H -3.7423 3.0162 0.1430 0.12
H -2.9105 1.8887 -1.9682 0.12
H -4.2923 0.6420 -2.0302 0.12
H -2.0698 0.6370 0.2763 0.10
H -3.3897 -0.7092 -0.0311 0.11
H -1.7928 -1.6647 -1.5677 0.05
H -2.0612 -0.1916 -2.6867 0.06
H 0.2077 -0.4667 -0.3969 0.08
H -0.3861 1.1864 -1.0356 0.11
H 0.6294 -0.9720 -3.2161 -0.19
H 1.0160 0.9308 -3.0878 0.10
H 3.1307 -0.4818 -2.7142 0.12
H 2.2246 -1.5040 -1.4272 0.10
H 3.9486 0.9339 -1.2254 0.15
H 4.1407 0.8892 1.0683 0.16
H 3.6228 -2.0568 0.1087 0.10
H 5.0505 -1.1884 0.8698 0.12
H 3.7316 -1.1827 3.2139 0.11
H 4.3700 -2.7962 2.5187 0.10
H 1.6120 -2.1195 3.4137 0.12
H 2.2124 -3.7650 2.7307 0.10
H 0.8088 -1.5240 1.2968 0.05
H 1.6172 -2.7855 0.4645 0.06
Br -0.6119 -2.1608 -3.9779 -0.20
```

## Properties
Electronic energy, a.u.: -3479.2709
Highest occupied orbital energy, eV: -3.63
Gap between HOMO and LUMO, eV: 6.35
Charge: -1